45
Properties=species:S:1:pos:R:3 method="wB97M-V/def2-TZVPD" charge=+2 gap_ha=0.276 relative_energy_ev=0.000
N 1.98026 -0.28104 1.05186
C 2.89503 -0.51211 1.82945
O 3.77559 -0.75181 2.57295
K 0.83746 0.68342 -2.57394
Nb -0.00616 -0.12758 0.62631
N -0.64741 -1.58385 -0.62582
N -0.08092 1.60420 -0.38057
C -0.38540 -2.98313 -0.18416
C 0.58030 2.96314 -0.33675
C 0.80568 -3.49451 -0.99224
C -1.60970 -3.87245 -0.40613
C -0.05947 -2.98084 1.29538
C 0.18555 3.73847 -1.60138
C 0.11018 3.71072 0.90733
C 2.08811 2.73433 -0.31211
H 0.59981 -3.46346 -2.07085
H 1.03425 -4.53026 -0.70342
H 1.69784 -2.87804 -0.80468
H -2.50310 -3.41836 0.03440
H -1.44693 -4.83520 0.09692
H -1.79394 -4.08848 -1.46277
H 0.77379 -2.28987 1.54083
H 0.26293 -3.99219 1.57678
H -0.94809 -2.74517 1.89664
H 0.66372 3.35227 -2.52600
H 0.54971 4.77036 -1.49334
H -0.90652 3.78356 -1.72623
H -0.93068 4.03323 0.78829
H 0.72674 4.61125 1.05382
H 0.17650 3.08973 1.80645
H 2.38636 1.98378 0.43348
H 2.58007 3.68544 -0.06514
H 2.49616 2.43149 -1.29741
C -1.57654 1.57376 -0.34904
H -1.97891 0.68821 0.23585
H -1.98572 2.48520 0.11482
H -1.97669 1.50316 -1.37904
C -1.24081 -1.45698 -1.98586
H -2.03370 -2.20948 -2.10529
H -1.74036 -0.47527 -2.12674
H -0.49342 -1.64332 -2.79204
F -0.69283 1.57525 3.08517
C -0.62677 0.23510 2.70192
F 0.30852 -0.32243 3.57685
F -1.85052 -0.30022 3.07547

---

44
Properties=species:S:1:pos:R:3 method="wB97M-V/def2-TZVPD" smiles="CCOCCC(=O)O[C@H](CCF)[PH2]=S.CCOC(C)=O" gap_ha=0.344
C 3.10788 -3.32161 0.34991
C 3.38206 -2.48185 -0.88648
O 4.35288 -1.47498 -0.61065
C 3.95272 -0.14757 -0.87740
C 2.74089 0.29675 -0.04526
C 1.44242 0.40203 -0.80507
O 1.32798 0.55290 -1.97678
O 0.33103 0.37273 0.00935
C -0.02441 -0.95213 0.45706
C -0.81784 -1.72341 -0.61108
C -2.22713 -2.14989 -0.24089
F -2.81173 -2.72035 -1.36718
P -0.73620 -0.73714 2.15696
S 0.18375 -1.79621 3.50670
H 2.39813 -2.86002 1.04483
H 4.04683 -3.47093 0.89078
H 2.71565 -4.30447 0.06973
H 3.77565 -3.12033 -1.68800
H 2.46783 -2.01345 -1.27982
H 3.71694 -0.00796 -1.94299
H 4.82305 0.46747 -0.63922
H 2.61605 -0.35051 0.83035
H 2.90429 1.30732 0.35424
H 0.89552 -1.49973 0.69862
H -0.24655 -2.60971 -0.90666
H -0.88961 -1.07576 -1.49174
H -2.23553 -2.90879 0.55113
H -2.84972 -1.30136 0.06250
H -2.10961 -0.93960 2.05672
H -0.64204 0.65221 2.28720
C -1.02698 3.72891 -0.26425
C -1.70392 2.52056 -0.87099
O -2.17824 1.61302 0.13597
C -3.36431 1.73034 0.76059
C -4.23029 2.94135 0.54036
O -3.66827 0.83716 1.51130
H -1.72194 4.33088 0.32267
H -0.61600 4.35827 -1.05428
H -0.21093 3.41303 0.38618
H -2.51637 2.79771 -1.54328
H -0.99539 1.92189 -1.44124
H -4.00514 3.66076 1.32928
H -5.26668 2.63499 0.65039
H -4.08672 3.42748 -0.41958

---

45
Properties=species:S:1:pos:R:3 method="wB97M-V/def2-TZVPD" charge=+3 gap_ha="0.255 / 0.254" relative_energy_ev=0.301
W 0.29853 -0.45680 -0.65533
C -2.32345 -1.70194 0.57960
C -2.85383 -0.81990 -0.54965
O -1.72991 -0.05574 -1.09774
C -2.03098 0.50391 -2.42684
C -0.85950 1.41671 -2.82129
O 0.07891 1.34132 -1.71700
C 1.19190 2.29107 -1.73287
C 1.80248 2.27334 -0.34427
O 1.68640 0.91795 0.21552
C 2.91743 0.34691 0.76059
C 2.50183 -0.89662 1.50721
O 1.52952 -1.62906 0.67459
C 0.83319 -2.67372 1.41756
C -0.37685 -2.00361 2.02317
O -0.99281 -1.22640 0.94112
H -2.25261 -2.74970 0.28155
H -2.95550 -1.62171 1.46331
H -3.59016 -0.09183 -0.21305
H -3.27917 -1.42623 -1.35075
H -2.96863 1.05023 -2.33138
H -2.15803 -0.32791 -3.12081
H -1.16584 2.45686 -2.92530
H -0.36291 1.07824 -3.73201
H 0.78642 3.27720 -1.95988
H 1.88220 1.97960 -2.51639
H 1.28013 2.92478 0.35071
H 2.85680 2.54240 -0.39738
H 3.36319 1.06814 1.44664
H 3.59932 0.14131 -0.06431
H 2.01918 -0.65535 2.45474
H 3.35257 -1.55759 1.67400
H 1.50852 -3.09579 2.16139
H 0.57687 -3.44781 0.69381
H -0.12712 -1.29092 2.80811
H -1.09798 -2.72234 2.40940
I 2.20101 -1.01393 -2.41165
O -0.66423 -3.04167 -2.29094
C -0.29262 -2.13488 -1.73255
C -0.51703 1.81302 2.41724
O -0.78402 1.56971 1.02018
H -1.26723 1.33956 3.05042
H -0.48842 2.88094 2.62872
H 0.46277 1.38811 2.63188
H -1.59035 2.04010 0.77990

---

54
Properties=species:S:1:pos:R:3 method="wB97M-V/def2-TZVPD" gap_ha="0.189 / 0.141" relative_energy_ev=0.000 s2=6.009 multiplicity=5
Ti 0.55752 -0.39192 0.45707
N -2.81148 -0.57945 1.26989
O -1.68818 -0.32988 0.82961
O -3.81023 -0.51936 0.57900
O -2.81971 -1.04404 2.40290
N 1.04052 -2.82230 2.45161
O -0.08866 -2.38452 2.70940
O 1.36640 -3.84868 2.98733
O 1.75951 -2.16705 1.72064
C -0.63676 -1.96053 -4.17031
C -1.66068 -2.04907 -2.99721
O -1.51615 -3.30544 -2.28033
C -0.64917 -3.42451 -1.29149
O 0.05990 -2.52576 -0.84837
O -0.63606 -4.70996 -0.92186
C 0.17559 -5.04603 0.23986
H -0.61299 -2.86144 -4.78341
H 0.32011 -1.80029 -3.67350
H -0.93687 -1.15361 -4.83883
H -2.66664 -2.08984 -3.41490
H -1.68153 -1.20630 -2.30626
H 0.38255 -6.11613 0.22757
H -0.23672 -4.77029 1.21046
H 1.18798 -4.64345 0.20650
C 4.03522 2.86634 4.61623
C 3.21055 1.96825 3.75490
O 2.02297 2.70918 3.46568
C 0.96356 2.14027 2.91660
O 0.79633 1.02092 2.36711
O -0.03651 3.10151 3.09747
C -1.22724 2.93840 2.30711
H 5.02865 2.48742 4.85626
H 3.59504 2.88441 5.61323
H 4.06936 3.89455 4.25605
H 3.09879 1.01706 4.27532
H 3.68142 1.76670 2.79274
H -1.35890 2.00501 1.75979
H -1.10755 3.73230 1.56988
H -2.10599 3.06235 2.93999
C -2.92706 2.80421 -1.47221
C -2.07314 1.57032 -1.52430
O -1.08789 1.67198 -2.55973
C 0.11082 1.08256 -2.56326
O 0.62352 0.24925 -1.75093
O 0.76546 1.52888 -3.64396
C 2.08071 0.98753 -3.99642
H -3.76937 2.68556 -0.79064
H -3.29384 2.94862 -2.48845
H -2.37325 3.70774 -1.21720
H -2.61754 0.62815 -1.58787
H -1.52516 1.59110 -0.58229
H 2.62980 0.92696 -3.05678
H 2.45424 1.76339 -4.66471
H 1.93872 0.00894 -4.45500

---

It is found that the total energy values, taken in the order of the records, are -1667.09937; -1687.21884; -1361.99605; -2558.82742 Ha.